Entry 1:
Density functional theory data (ωB97M-V with the def2-TZVPD basis set) for a 4-piece molecular cluster, C27H28BBrClF2N4O10S overall at a distorted geometry.

The energy above the lowest of the compared OMol25 structures with the same formula, charge and spin is 0.0 kcal per mole. The calculation puts the orbital gap at 8.08 eV. Its spin multiplicity is 1. The HOMO energy comes out at -11.98 eV. Its total energy is -154391.863 eV. As for the strongest force on any atom: 1.16 eV/A. For the LUMO energy, the calculation gives -0.144 hartree. As for the net charge: +1.

Positions of all 75 atoms, in Å:
C 2.29 -2.92 0.03
C 1.84 -1.55 -0.45
O 0.81 -1.65 -1.45
B -0.43 -1.15 -1.32
O -1.31 -1.20 -2.34
N -0.97 -0.49 -0.05
C -0.90 0.77 0.34
N -1.34 1.15 1.56
C -1.09 2.40 1.69
Cl -1.53 3.21 3.08
N -0.50 2.92 0.59
S 0.03 4.51 0.32
O -0.36 5.24 1.45
O 1.33 4.46 -0.20
F -0.95 4.80 -0.84
N -0.41 1.86 -0.33
C 0.11 2.09 -1.66
C -0.88 1.89 -2.80
F 1.25 1.34 -1.82
C -1.66 -1.37 0.91
Br -1.24 -3.21 0.43
C -3.18 -1.21 0.95
C -3.86 -0.79 -0.34
H 3.11 -3.29 -0.58
H 2.69 -2.82 1.03
H 1.48 -3.64 0.04
H 2.68 -1.07 -0.94
H 1.56 -0.91 0.38
H -0.91 -1.62 -3.12
H 0.45 3.12 -1.73
H -1.86 1.63 -2.42
H -0.99 2.83 -3.35
H -0.54 1.10 -3.46
H -1.21 -1.27 1.89
H -3.39 -0.45 1.71
H -3.62 -2.13 1.31
H -4.83 -0.36 -0.09
H -4.06 -1.65 -0.98
H -3.33 -0.03 -0.90
C -4.54 5.36 0.86
C -4.15 4.24 0.27
C -5.11 3.34 -0.41
O -4.72 2.32 -0.95
C -6.54 3.73 -0.40
C -6.94 4.85 0.19
C -5.98 5.76 0.87
O -6.34 6.77 1.42
H -3.86 6.03 1.37
H -3.12 3.92 0.24
H -7.22 3.06 -0.91
H -7.98 5.16 0.21
C 4.59 1.47 -3.35
C 4.34 1.16 -2.08
C 5.40 0.59 -1.21
O 5.15 0.30 -0.05
C 6.74 0.39 -1.79
C 6.99 0.70 -3.06
C 5.94 1.27 -3.94
O 6.16 1.55 -5.10
H 3.83 1.88 -4.01
H 3.37 1.29 -1.63
H 7.50 -0.02 -1.13
H 7.97 0.57 -3.51
C 3.16 -6.55 4.32
C 2.87 -5.31 3.94
C 1.72 -5.01 3.06
O 1.46 -3.88 2.72
C 0.89 -6.16 2.61
C 1.17 -7.40 2.99
C 2.33 -7.70 3.87
O 2.58 -8.83 4.21
H 3.99 -6.79 4.96
H 3.46 -4.45 4.26
H 0.05 -5.92 1.97
H 0.58 -8.26 2.67

These are the Mulliken partial charges, in e, on atoms 1 to 5:
1 C -1.431
2 C 0.653
3 O -0.536
4 B 1.172
5 O -0.675

Entry 2:
Density functional theory data (ωB97M-V with the def2-TZVPD basis set) for C27H28Br2CrN8O2S2 as an isolated structure at a distorted geometry.

The expectation value of S² is 4.0808. The energy above the lowest of the compared OMol25 structures with the same formula, charge and spin is 50.7 kcal per mole. The calculation puts the orbital gap (spin up / spin down) at 5.10 / 5.21 eV. Its spin multiplicity is 4. The HOMO energy (spin up / spin down) comes out at -15.75 / -15.85 eV. Its total energy is -234620.807 eV. As for the strongest force on any atom: 1.93 eV/A. For the LUMO energy (spin up / spin down), the calculation gives -0.391 / -0.391 hartree. As for the net charge: +3.

Positions of all 70 atoms, in Å:
Cr -1.22 0.03 -0.38
C -2.13 -2.04 2.67
O -1.41 -0.88 2.26
C -0.11 -0.85 2.62
C 0.67 -1.79 3.15
C 2.07 -1.31 3.22
Br 3.04 -1.92 4.79
C 3.05 0.13 1.83
C 2.44 0.79 0.69
C 0.94 0.59 0.75
O 0.17 1.64 0.20
C 3.04 1.59 -0.25
N 2.34 2.26 -1.21
C 3.23 2.96 -1.91
C 3.05 3.82 -3.02
C 4.17 4.40 -3.53
C 5.47 4.17 -2.99
C 5.68 3.34 -1.92
C 4.56 2.73 -1.38
N 4.39 1.87 -0.35
H -1.70 -2.94 2.23
H -3.16 -1.91 2.33
H -2.12 -2.12 3.76
H 0.39 -2.78 3.48
H 4.05 0.48 2.09
H 0.75 2.08 -0.50
H 2.07 3.99 -3.43
H 4.08 5.06 -4.39
H 6.31 4.67 -3.44
H 6.67 3.17 -1.52
H 5.13 1.52 0.25
Br 2.36 1.44 4.43
C 2.01 0.21 2.97
C 2.94 -1.44 1.88
C 2.26 -2.13 0.75
C 1.19 -1.75 0.02
N 0.48 -0.58 0.00
C 0.64 0.42 2.29
H 3.90 -1.90 2.07
H 2.64 -3.12 0.55
H 0.81 -2.48 -0.69
H 0.12 1.31 2.63
C -3.33 1.40 3.57
C -3.02 2.45 2.50
C -3.30 2.01 1.11
N -2.61 1.21 0.36
N -3.03 1.04 -0.91
C -4.13 1.71 -1.17
N -4.80 1.73 -2.32
S -4.68 2.62 0.23
H -3.17 1.84 4.55
H -2.68 0.53 3.48
H -4.37 1.07 3.52
H -1.98 2.75 2.57
H -3.63 3.33 2.70
H -4.49 1.20 -3.12
H -5.61 2.31 -2.43
C -3.66 -4.69 -1.90
N -2.63 -4.04 -2.69
C -2.17 -4.49 -3.90
C -1.22 -3.63 -4.33
N -1.11 -2.65 -3.37
C -1.98 -2.91 -2.37
S -2.25 -2.04 -0.91
H -3.46 -5.75 -1.86
H -4.64 -4.53 -2.36
H -3.66 -4.27 -0.90
H -2.55 -5.39 -4.37
H -0.62 -3.65 -5.22
H -0.49 -1.87 -3.42

These are the Mulliken partial charges, in e, on atoms 1 to 5:
1 Cr 0.408
2 C -1.283
3 O 0.224
4 C -0.214
5 C -1.064

Entry 3:
Density functional theory data (ωB97M-V with the def2-TZVPD basis set) for C27H28Br4F3N6O2V as an isolated structure.

The calculation puts the orbital gap (spin up / spin down) at 5.83 / 5.74 eV. Its spin multiplicity is 1. The HOMO energy (spin up / spin down) comes out at -13.42 / -13.41 eV. Its total energy is -355484.487 eV. As for the strongest force on any atom: 0.74 eV/A. For the LUMO energy (spin up / spin down), the calculation gives -0.279 / -0.282 hartree. As for the net charge: +2.

Positions of all 71 atoms, in Å:
V -0.65 0.12 -0.03
C -2.86 0.54 4.00
N -1.77 1.45 3.68
C -1.67 2.75 4.36
C -0.68 3.52 3.49
N -0.17 2.49 2.58
C 0.90 2.80 1.66
C -0.86 1.36 2.71
N -0.64 0.29 1.90
C -0.79 -1.08 2.45
C -0.40 -2.10 1.38
N -1.09 -1.68 0.12
C -1.74 -2.55 -0.69
N -2.88 -2.27 -1.31
C -3.74 -1.11 -1.11
C -3.26 -3.36 -2.22
C -2.28 -4.48 -1.83
N -1.30 -3.77 -0.98
C 0.06 -4.26 -0.80
H -3.55 1.09 4.64
H -2.52 -0.34 4.55
H -3.40 0.25 3.10
H -1.34 2.62 5.39
H -2.66 3.22 4.37
H 0.15 3.93 4.07
H -1.14 4.32 2.92
H 1.67 3.34 2.19
H 0.52 3.41 0.84
H 1.33 1.88 1.27
H -1.83 -1.26 2.70
H -0.18 -1.22 3.34
H -0.76 -3.08 1.69
H 0.67 -2.14 1.22
H -3.40 -0.54 -0.25
H -4.76 -1.46 -0.92
H -3.73 -0.48 -1.99
H -3.14 -3.03 -3.25
H -4.30 -3.63 -2.05
H -1.77 -4.90 -2.69
H -2.76 -5.28 -1.27
H 0.39 -4.73 -1.73
H 0.11 -5.00 0.00
H 0.72 -3.43 -0.59
Br -3.69 5.64 -2.66
C -2.87 3.98 -2.44
C -2.49 3.23 -3.58
Br -2.80 3.88 -5.30
C -1.87 1.99 -3.43
Br -1.33 0.90 -4.84
C -1.67 1.54 -2.13
O -1.03 0.41 -1.75
C -2.04 2.27 -1.01
O -1.71 1.66 0.13
C -2.65 3.51 -1.15
Br -3.10 4.45 0.41
F 8.74 -0.25 -0.59
C 7.99 -0.61 -1.64
F 8.25 -1.90 -1.90
F 8.39 0.10 -2.70
C 6.52 -0.42 -1.37
C 5.65 -0.23 -2.43
C 4.29 -0.11 -2.19
C 3.81 -0.19 -0.88
C 4.70 -0.38 0.19
C 6.05 -0.50 -0.06
C 2.42 -0.07 -0.63
C 1.23 0.06 -0.41
H 6.03 -0.16 -3.44
H 3.60 0.06 -3.01
H 4.32 -0.43 1.20
H 6.75 -0.64 0.76

These are the Mulliken partial charges, in e, on atoms 1 to 5:
1 V 0.332
2 C -1.031
3 N 0.026
4 C -0.614
5 C -0.533

Entry 4:
Density functional theory data (ωB97M-V with the def2-TZVPD basis set) for C27H28BrNO2PW as an isolated structure.

The expectation value of S² is 2.0350. The energy above the lowest of the compared OMol25 structures with the same formula, charge and spin is 59.5 kcal per mole. The calculation puts the orbital gap (spin up / spin down) at 6.61 / 6.50 eV. Its spin multiplicity is 3. The HOMO energy (spin up / spin down) comes out at -17.17 / -17.19 eV. Its total energy is -115164.508 eV. As for the strongest force on any atom: 0.11 eV/A. For the LUMO energy (spin up / spin down), the calculation gives -0.388 / -0.393 hartree. As for the net charge: +3.

Positions of all 61 atoms, in Å:
W 0.87 0.88 -0.51
C 0.30 -2.25 4.97
C -1.02 -2.01 4.62
C -1.32 -1.45 3.39
C -0.28 -1.10 2.53
C 1.05 -1.36 2.87
C 1.34 -1.93 4.10
P -0.67 -0.37 0.96
C -1.89 -1.24 -0.01
C -3.05 -0.54 -0.61
C -3.54 -0.97 -1.76
C -2.84 -2.07 -2.49
C -2.07 -3.11 -1.62
C -1.55 -2.49 -0.36
C -1.08 1.38 0.98
C -1.60 2.18 2.01
C -1.96 3.47 1.71
C -1.78 4.01 0.42
C -1.19 3.27 -0.58
C -0.80 1.95 -0.29
H 0.53 -2.70 5.93
H -1.82 -2.27 5.30
H -2.36 -1.28 3.11
H 1.86 -1.14 2.18
H 2.36 -2.14 4.38
H -3.52 0.25 -0.04
H -4.45 -0.54 -2.18
H -3.49 -2.57 -3.21
H -2.51 -4.09 -1.48
H -0.77 -3.03 0.17
H -1.79 1.76 2.99
H -2.42 4.09 2.48
H -2.10 5.03 0.22
H -1.02 3.71 -1.56
C 2.20 2.04 2.16
O 2.35 1.71 0.73
C 3.36 2.53 0.06
C 3.72 1.81 -1.21
O 2.46 1.41 -1.85
C 2.58 1.28 -3.31
H 1.92 3.09 2.24
H 3.15 1.84 2.65
H 1.42 1.40 2.56
H 4.23 2.60 0.71
H 2.93 3.51 -0.12
H 4.31 0.91 -1.04
H 4.25 2.48 -1.89
H 2.85 2.25 -3.71
H 1.61 0.97 -3.69
H 3.34 0.53 -3.53
Br -1.03 -4.46 -3.99
C -0.90 -3.05 -2.68
C -1.48 -1.73 -3.22
C -0.83 -0.53 -2.65
N 0.30 -0.53 -2.02
C 1.05 -1.76 -1.92
C 0.51 -2.94 -2.19
H -1.56 -1.61 -4.30
H -1.35 0.42 -2.73
H 2.08 -1.64 -1.61
H 1.11 -3.84 -2.08

These are the Mulliken partial charges, in e, on atoms 1 to 5:
1 W 1.454
2 C -0.555
3 C -0.768
4 C -0.510
5 C 0.664

Entry 5:
Density functional theory data (ωB97M-V with the def2-TZVPD basis set) for a 2-piece molecular cluster, C27H28BrNO2S overall at a distorted geometry.

The energy above the lowest of the compared OMol25 structures with the same formula, charge and spin is 76.5 kcal per mole. The calculation puts the orbital gap at 2.76 eV. Its spin multiplicity is 1. The HOMO energy comes out at -5.16 eV. Its total energy is -114912.688 eV. As for the strongest force on any atom: 2.34 eV/A. For the LUMO energy, the calculation gives -0.088 hartree. As for the net charge: 0.

Positions of all 60 atoms, in Å:
Br 2.48 -0.95 3.28
C 2.26 -0.99 1.47
S 3.43 -1.74 0.46
C 3.56 -3.44 1.07
C 4.44 -3.75 2.10
C 4.47 -5.05 2.62
C 3.61 -6.03 2.11
C 2.71 -5.70 1.09
C 2.69 -4.41 0.57
O 2.79 -1.78 -0.85
O 4.77 -1.24 0.61
H 1.65 -0.23 0.98
H 5.10 -2.99 2.50
H 5.17 -5.28 3.43
H 3.63 -7.04 2.52
H 2.02 -6.45 0.69
H 1.98 -4.13 -0.22
C -4.07 -0.96 -0.87
C -3.36 -0.91 0.48
C -4.36 -1.21 1.60
C -2.25 -1.95 0.53
C -2.77 0.47 0.67
N -3.14 1.29 1.67
C -2.47 2.51 1.62
C -1.60 2.46 0.52
C -0.70 3.51 0.34
C -0.76 4.62 1.21
C -1.66 4.65 2.29
C -2.52 3.57 2.52
C -1.79 1.15 -0.12
C -1.10 0.64 -1.21
C -0.23 1.39 -2.07
C -0.55 2.67 -2.60
C 0.37 3.38 -3.36
C 1.63 2.84 -3.64
C 2.64 3.65 -4.41
C 1.93 1.55 -3.19
C 1.02 0.83 -2.44
H -3.38 -0.78 -1.69
H -4.53 -1.95 -1.01
H -4.87 -0.21 -0.90
H -3.88 -1.21 2.58
H -5.21 -0.52 1.60
H -4.77 -2.22 1.44
H -1.70 -1.88 1.48
H -2.68 -2.96 0.45
H -1.53 -1.83 -0.28
H -3.83 1.06 2.38
H 0.03 3.46 -0.45
H -0.09 5.46 1.03
H -1.67 5.52 2.94
H -3.22 3.53 3.35
H -1.20 -0.42 -1.44
H -1.52 3.12 -2.36
H 0.12 4.38 -3.73
H 3.52 3.04 -4.61
H 2.23 3.99 -5.37
H 2.95 4.54 -3.86
H 2.90 1.11 -3.44
H 1.27 -0.16 -2.06

These are the Mulliken partial charges, in e, on atoms 1 to 5:
1 Br -0.247
2 C -0.488
3 S 1.154
4 C 0.023
5 C -0.323

Entry 6:
Density functional theory data (ωB97M-V with the def2-TZVPD basis set) for C27H28MoN7O6P2 as an isolated structure.

The expectation value of S² is 2.0191. The energy above the lowest of the compared OMol25 structures with the same formula, charge and spin is 0.0 kcal per mole. The calculation puts the orbital gap (spin up / spin down) at 5.15 / 5.57 eV. Its spin multiplicity is 3. The HOMO energy (spin up / spin down) comes out at -16.18 / -16.17 eV. Its total energy is -71584.745 eV. As for the strongest force on any atom: 0.44 eV/A. For the LUMO energy (spin up / spin down), the calculation gives -0.405 / -0.390 hartree. As for the net charge: +3.

Positions of all 71 atoms, in Å:
Mo 0.20 0.17 -0.19
C 0.11 0.73 3.43
C -0.69 1.26 2.27
C -2.08 1.10 2.24
C -2.86 1.80 1.33
C -2.27 2.63 0.38
C -0.89 2.78 0.36
C -0.09 2.10 1.31
H 1.18 0.70 3.23
H -0.24 -0.25 3.75
H -0.03 1.41 4.28
H -2.55 0.48 2.99
H -3.94 1.71 1.37
H -2.88 3.18 -0.32
H -0.43 3.48 -0.33
H 0.95 2.40 1.44
C 1.77 3.10 -3.02
C 0.95 2.21 -2.33
N 1.44 1.55 -1.28
C 2.73 1.73 -0.93
C 3.51 2.63 -1.63
N 3.02 3.32 -2.66
C 3.17 0.86 0.16
C 4.45 0.83 0.68
C 4.79 -0.12 1.65
C 3.79 -1.03 2.04
C 2.53 -0.94 1.49
N 2.21 0.01 0.59
C 1.41 -1.82 1.81
C 1.45 -2.88 2.70
N 0.38 -3.62 2.96
C -0.75 -3.30 2.35
C -0.82 -2.25 1.44
N 0.26 -1.51 1.18
C 6.14 -0.18 2.22
C 6.70 -1.40 2.61
C 7.98 -1.40 3.14
N 8.70 -0.29 3.32
C 8.16 0.86 2.95
C 6.90 0.98 2.39
H 1.38 3.65 -3.87
H -0.09 2.02 -2.61
H 4.54 2.80 -1.37
H 5.20 1.51 0.31
H 4.01 -1.78 2.78
H 2.37 -3.15 3.20
H -1.63 -3.89 2.57
H -1.74 -2.00 0.93
H 6.18 -2.34 2.47
H 8.45 -2.33 3.43
H 8.76 1.75 3.11
H 6.51 1.95 2.14
N -2.82 -2.76 -2.65
C -1.88 -1.59 -2.94
C -1.96 -1.24 -4.43
P -2.35 -0.12 -1.93
O -3.90 -0.36 -1.69
O -1.96 1.13 -2.59
O -1.70 -0.33 -0.51
P -0.23 -2.18 -2.33
O 0.43 -2.69 -3.66
O -0.51 -3.18 -1.28
O 0.53 -0.90 -1.89
H -2.88 -3.37 -3.47
H -3.77 -2.44 -2.43
H -2.42 -3.31 -1.87
H -2.96 -0.92 -4.71
H -1.67 -2.10 -5.04
H -1.27 -0.43 -4.66
H -4.49 0.35 -1.97
H 1.20 -3.28 -3.60

These are the Mulliken partial charges, in e, on atoms 1 to 5:
1 Mo -0.011
2 C -1.730
3 C 1.613
4 C -0.445
5 C -0.573

Entry 7:
Density functional theory data (ωB97M-V with the def2-TZVPD basis set) for one molecule with the formula C27H28N2O6.

The energy above the lowest of the compared OMol25 structures with the same formula, charge and spin is 0.0 kcal per mole. The SMILES is CCCc1cc(=O)oc2cc(C)cc(O[C@H](C)C(=O)N[C@@H](Cc3c[nH]c4ccccc34)C(=O)O)c12. The calculation puts the orbital gap at 8.29 eV. Its spin multiplicity is 1. The HOMO energy comes out at -8.10 eV. Its total energy is -43720.812 eV. As for the strongest force on any atom: 0.89 eV/A. For the LUMO energy, the calculation gives 0.007 hartree. As for the net charge: 0.

Positions of all 63 atoms, in Å:
C 3.46 3.30 -1.48
C 2.14 2.59 -1.19
C 2.06 2.09 0.26
C 3.03 0.97 0.51
C 4.20 1.27 1.12
C 5.24 0.30 1.38
O 6.31 0.53 1.90
O 4.97 -0.98 1.00
C 3.81 -1.33 0.41
C 3.67 -2.68 0.11
C 2.52 -3.16 -0.48
C 2.34 -4.60 -0.80
C 1.50 -2.25 -0.78
C 1.62 -0.90 -0.51
O 0.63 -0.01 -0.79
C -0.49 -0.41 -1.54
C -1.20 0.86 -2.02
C -1.48 -1.27 -0.74
O -2.40 -1.84 -1.28
N -1.22 -1.37 0.57
C -2.09 -2.09 1.47
C -3.02 -1.13 2.25
C -3.57 -0.07 1.35
C -4.69 -0.15 0.58
N -4.85 1.01 -0.13
C -3.83 1.86 0.17
C -3.55 3.14 -0.30
C -2.42 3.77 0.18
C -1.58 3.14 1.11
C -1.85 1.87 1.58
C -2.99 1.21 1.11
C -2.89 -3.13 0.68
O -4.08 -3.22 0.65
O -2.07 -4.06 0.18
C 2.79 -0.40 0.12
H 4.30 2.62 -1.33
H 3.48 3.64 -2.51
H 3.59 4.16 -0.82
H 2.02 1.75 -1.87
H 1.31 3.28 -1.36
H 1.04 1.76 0.46
H 2.29 2.91 0.93
H 4.43 2.28 1.44
H 4.49 -3.34 0.36
H 1.36 -4.94 -0.47
H 2.40 -4.76 -1.88
H 3.11 -5.21 -0.33
H 0.60 -2.64 -1.23
H -0.19 -0.99 -2.42
H -2.13 0.59 -2.50
H -1.41 1.50 -1.17
H -0.57 1.40 -2.72
H -0.52 -0.77 0.98
H -1.46 -2.65 2.17
H -3.83 -1.72 2.67
H -2.46 -0.67 3.06
H -5.38 -0.97 0.48
H -5.59 1.19 -0.78
H -4.20 3.63 -1.01
H -2.17 4.76 -0.16
H -0.71 3.66 1.46
H -1.20 1.40 2.30
H -2.58 -4.70 -0.35

These are the Mulliken partial charges, in e, on atoms 1 to 5:
1 C -1.488
2 C -0.127
3 C 0.085
4 C 0.821
5 C -0.557